Computed, not measured: C9H11BrINO2 as an isolated structure at a distorted geometry, with wB97M-V/def2-TZVPD.

The energy relative to the best compared isomer or geometry (same formula, charge and spin) comes out at 7.74 kcal per mole. As for the HOMO energy (spin up / spin down): -0.326 / -0.326 Eh. As for the energy: -3426.321521 Eh. Its multiplicity is 1. The calculation puts the gap between HOMO and LUMO (spin up / spin down) at 7.38 / 7.38 eV. The molar mass is 372.00 g/mol.

Geometry (Å):
I 0.51379 0.35229 -4.58298
Br -1.92196 -1.77635 -3.80375
O -2.28362 -1.43201 1.37950
O 0.92049 -1.63042 0.62058
N 0.11298 0.20612 -0.46727
C -1.68273 -0.45940 0.99292
C -0.98581 2.02805 -1.30294
C -0.20600 -1.33032 -3.56101
C -1.29909 -0.17124 -0.48323
C -1.23499 0.70141 1.92555
C 0.40368 1.51356 -0.92581
C -1.84308 1.02782 -1.07889
C 1.07707 -0.51079 0.19711
C 2.38196 0.26171 0.35452
H 0.87489 2.21338 -0.16756
H -2.05731 0.61056 2.71192
H -0.26700 0.50320 2.35690
H -1.52004 -1.15003 -1.12736
H 3.13523 -0.50599 0.52235
H -1.26431 2.97376 -1.65439
H 2.44163 0.94687 -0.42426
H -1.11383 1.59777 1.32809
H -2.96954 1.10173 -1.30157
H 2.28185 0.75822 1.29329
H 1.04868 1.42213 -1.82074

---

Computed, not measured: a 9-piece molecular cluster, H18O9 overall at a distorted geometry, with wB97M-V/def2-TZVPD.

The energy relative to the best compared isomer or geometry (same formula, charge and spin) comes out at 33.65 kcal per mole. As for the HOMO energy (spin up / spin down): -0.531 / -0.517 Eh. As for the energy: -687.526455 Eh. Its multiplicity is 2. The calculation puts the gap between HOMO and LUMO (spin up / spin down) at 10.95 / 2.94 eV. Its net charge is +1. The molar mass is 162.14 g/mol. Its expectation value of S² is 0.756.

Geometry (Å):
O -1.66567 2.23025 -1.55771
O -0.20455 2.73367 0.82366
O -1.00430 -0.94719 2.35300
O 3.44438 1.53030 0.57289
O -2.89921 -2.63214 1.71142
O 0.35209 -0.43757 -0.01753
O 2.76276 -2.00916 -0.08203
O 0.09408 0.95288 -3.46051
O -1.12507 -2.81402 -1.40467
H 4.09740 1.24371 -0.06559
H 0.11345 -0.72228 0.86464
H -2.38900 -3.25090 1.18887
H 2.83304 2.06572 0.06710
H -1.68416 2.12417 -0.60659
H -1.35915 -3.35645 -0.65153
H -0.46852 -1.13110 3.12459
H -1.24881 -1.91489 -1.10057
H 0.40871 0.51590 0.04510
H 0.41716 3.44556 0.67220
H -1.04410 2.94256 -1.70770
H -0.48666 1.14336 -2.72384
H 2.01124 -1.43636 -0.23483
H -2.25467 -2.00286 2.03518
H 0.70974 1.68564 -3.47647
H -0.59237 2.93107 1.67622
H 2.55603 -2.80997 -0.56391
H -1.37383 -0.07987 2.51861

---

Computed, not measured: C23H21IrN12 as an isolated structure at a distorted geometry, with wB97M-V/def2-TZVPD.

The energy relative to the best compared isomer or geometry (same formula, charge and spin) comes out at 69.05 kcal per mole. As for the HOMO energy: -0.286 Eh. As for the energy: -1650.424642 Eh. Its multiplicity is 1. The calculation puts the gap between HOMO and LUMO at 6.83 eV. The molar mass is 657.72 g/mol.

Geometry (Å):
Ir 0.59032 -0.00749 0.41839
N 2.73477 -2.89653 2.56317
N 0.00147 -1.86962 -0.60417
N 1.66155 -2.34264 2.12715
N 2.00423 -1.24278 1.41674
N 4.12909 -0.22643 0.92848
N 2.37710 1.15474 0.06246
N 4.43918 1.87745 -0.11097
N 0.16888 0.54510 -1.74657
N 0.60264 1.44094 2.32874
N 2.37584 2.36969 -0.53001
N 3.59008 2.77856 -0.62837
N 3.81676 -2.20133 2.18261
C -0.41028 2.07234 -3.48650
C -1.39815 0.38366 0.82307
C -0.20998 -3.01036 0.03575
C -3.07143 1.22140 2.35789
C -1.45265 -1.36513 -4.47354
C 0.13244 1.77580 -2.23119
C -0.47158 -1.73680 -1.86193
C -0.90636 -0.25048 -3.75522
C -0.91327 1.05889 -4.25784
C 3.66163 0.89377 0.30489
C -2.42642 0.13266 -0.09037
C 3.33648 -1.18732 1.48527
C -0.87048 -4.09002 -0.55731
C -0.37512 -0.45124 -2.47420
C -0.65142 1.12487 3.03608
C -1.55199 -2.57720 -3.89203
C -1.30405 -3.98642 -1.85250
C -1.10706 -2.78356 -2.54424
C -3.75386 0.41119 0.21414
C 1.73223 1.17643 3.22542
C 0.58534 2.87412 2.00014
C -4.07994 0.96502 1.44200
C -1.74840 0.92597 2.05290
H -0.23951 3.08752 1.32262
H 1.61603 1.75078 4.15310
H -2.21491 -0.31237 -1.05181
H -0.41511 3.09726 -3.82864
H -1.79809 -1.20414 -5.48705
H -0.51669 0.22095 3.63550
H -1.02059 -4.99339 0.01591
H -1.98206 -3.41573 -4.42523
H 0.18686 -3.07617 1.03974
H -1.33286 1.25369 -5.23721
H 2.66125 1.48300 2.75117
H 5.12435 -0.32264 1.03810
H -0.89652 1.94584 3.72084
H 1.51200 3.16678 1.52324
H -1.80836 -4.80985 -2.34315
H 1.78187 0.11951 3.46927
H -4.53049 0.18510 -0.50670
H 0.58753 2.54131 -1.61925
H 0.46538 3.46597 2.91616
H -5.10887 1.19661 1.68555
H -3.30881 1.66278 3.31956

---

Computed, not measured: C42H55N6O3PSnTe as an isolated structure at a distorted geometry, with wB97M-V/def2-TZVPD.

The energy relative to the best compared isomer or geometry (same formula, charge and spin) comes out at 41.84 kcal per mole. As for the HOMO energy: -0.230 Eh. As for the energy: -3011.251304 Eh. Its multiplicity is 1. The calculation puts the gap between HOMO and LUMO at 6.66 eV. The molar mass is 969.23 g/mol.

Geometry (Å):
Te 1.29310 2.05874 -0.39909
Sn -0.19178 -1.22992 -0.51541
P -2.62231 -3.98610 0.46589
O -1.74869 -2.76926 0.47665
O 0.42852 -3.38638 -3.86526
O 1.62047 -0.28293 0.91480
N -1.98138 -5.26809 1.32192
N -1.12696 0.30067 0.11822
N 1.68103 -3.21632 -3.56343
N -4.09721 -3.57522 1.06667
N -2.92526 -4.68554 -0.97686
N 1.14580 1.86378 1.65002
C 5.46980 3.60716 0.05137
C 0.47015 4.00273 -0.66317
C -2.30230 -6.64388 1.17994
C -0.65347 4.39929 0.03849
C -3.87048 -4.00489 -1.83121
C -0.24799 -1.52096 4.59860
C 4.18906 1.49600 -1.20476
C -5.15225 -4.59440 1.21194
C 3.44454 2.36555 -0.42838
C 3.39481 -3.17361 -1.89926
C -1.79948 -5.29089 -1.72104
C 0.12444 5.72522 -2.34481
C 0.85663 4.64727 -1.87919
C 2.60358 -3.02382 -4.53219
C 4.38935 -2.98932 -2.89170
C 3.48077 0.40623 -1.97593
C 5.54799 1.68373 -1.36866
C 0.28505 0.64173 5.51318
C -1.14420 3.71077 1.32118
C 3.32697 4.30854 1.18733
C 0.31567 -1.13603 3.39988
C -3.35439 0.89892 -0.51015
C -4.63021 1.36468 -0.16872
C 2.08266 -3.33296 -2.28816
C 0.87307 0.14352 3.23275
C -1.68086 7.40179 -2.12842
C 7.62237 3.11100 -1.25840
C -0.99795 6.16411 -1.62707
C -0.31988 -0.60202 5.64507
C 4.09590 3.36703 0.29012
C 1.27177 0.57027 1.81859
C -5.01044 1.54897 1.16051
C -2.40467 0.56812 0.46729
C -4.15432 1.13649 2.15620
C 0.91635 0.99129 4.30623
C 6.20045 2.81388 -0.84423
C -4.62285 -2.23399 1.11545
C -1.21343 -4.87967 2.50730
C 2.00391 4.22725 -2.78357
C -1.37723 5.52025 -0.44592
C -2.91635 0.64727 1.80269
C 3.93305 -2.85752 -4.18959
H 7.92523 4.04596 -0.77720
H 2.76643 -0.16348 -1.37351
H 0.32948 -1.77033 2.55910
H -5.28601 1.61371 -0.96280
H 3.64093 -3.09637 -0.83516
H 4.21589 -0.30426 -2.34558
H 1.27728 -3.40511 -1.59545
H -3.06415 0.83999 -1.56111
H -4.30621 -4.77890 -2.45994
H -2.20189 0.37608 2.55244
H -5.93438 -4.50898 0.48526
H 2.66232 3.71519 1.82036
H -2.19487 -6.15932 -2.24015
H -2.73432 7.46024 -1.79604
H 2.15598 -2.97408 -5.49426
H 8.24929 2.21825 -0.97227
H -4.75715 -5.62983 1.26162
H -5.43218 -2.18977 0.40182
H -1.24016 2.64691 1.24035
H -4.64339 -3.60981 -1.24156
H -1.43852 -3.82078 2.82134
H -4.95638 -2.02291 2.12813
H 1.40865 1.96620 4.22951
H -1.54436 -5.39763 3.43725
H 0.24863 1.32314 6.33319
H 2.16339 3.16012 -2.94987
H -2.86635 -6.74592 0.24810
H 6.02653 4.40684 0.59182
H -0.49325 3.84066 2.21427
H 2.72897 5.04022 0.67089
H -0.77397 -2.45738 4.71477
H -2.13590 4.07611 1.51821
H -3.88699 -1.53353 0.82654
H -1.06611 -5.66002 -0.95595
H 4.57739 -2.60917 -4.99466
H -1.46086 -4.56442 -2.44968
H 1.86553 4.59039 -3.81229
H 2.93211 4.63732 -2.40160
H -1.36405 -7.22773 1.05997
H -2.24713 5.86612 0.13419
H 7.68863 3.16326 -2.34449
H -0.11692 -4.99631 2.38777
H -0.87038 -0.83065 6.54093
H 6.15081 1.07765 -2.03362
H -5.97144 2.02458 1.39611
H -4.45481 1.24285 3.21633
H 5.43531 -2.88744 -2.60836
H -1.17829 8.31518 -1.77881
H -5.60200 -4.37838 2.20751
H 4.00693 4.76586 1.90609
H -1.67759 7.46157 -3.20105
H 2.85797 0.86705 -2.75310
H -3.43531 -3.19444 -2.43275
H 0.32988 6.17066 -3.29704
H -2.82915 -7.00372 2.05075

---

Computed, not measured: C3H8O3Yb as an isolated structure at a distorted geometry, with wB97M-V/def2-TZVPD.

The energy relative to the best compared isomer or geometry (same formula, charge and spin) comes out at 0.00 kcal per mole. As for the HOMO energy (spin up / spin down): -0.484 / -0.483 Eh. As for the energy: -1503.260128 Eh. Its multiplicity is 2. The calculation puts the gap between HOMO and LUMO (spin up / spin down) at 7.43 / 7.09 eV. Its net charge is +1. The molar mass is 265.13 g/mol. Its expectation value of S² is 0.751.

Geometry (Å):
Yb 0.06592 -0.94496 0.22754
O 0.21789 -1.45472 2.25768
O -0.54261 0.68205 -1.30001
O 1.88521 0.13082 -0.52371
C -1.87482 0.91833 -1.76380
C 1.77562 1.19433 -1.34994
C 0.46545 1.25674 -2.12123
H 1.04780 -1.42396 2.78882
H -2.55973 0.48364 -1.02933
H -2.01542 0.44330 -2.74365
H 0.54479 0.68587 -3.05900
H 2.67189 1.31368 -1.98490
H 0.21123 2.29791 -2.36041
H 1.84969 2.06420 -0.63801
H -2.04385 1.99950 -1.83964

---

Computed, not measured: an isolated ion of composition C6H12N and charge +1 at a distorted geometry, with wB97M-V/def2-TZVPD.

The energy relative to the best compared isomer or geometry (same formula, charge and spin) comes out at 43.01 kcal per mole. As for the HOMO energy: -0.538 Eh. As for the energy: -290.253364 Eh. Its multiplicity is 1. Its SMILES is C=[NH+]C(=C)CCC. The calculation puts the gap between HOMO and LUMO at 9.13 eV. Its net charge is +1. The molar mass is 98.17 g/mol.

Geometry (Å):
N -1.39724 0.33659 -0.68476
C -2.51004 -0.11879 -0.27585
C 0.27668 -0.35767 0.93664
C 0.95097 -1.41448 0.08131
C -0.30454 0.81406 0.15789
C 2.39710 -0.98934 -0.26277
C 0.18385 2.04017 0.11049
H 1.03197 -2.31888 0.69091
H 2.56331 0.08044 -0.37576
H 1.00028 0.03065 1.65320
H 2.99916 -1.24710 0.62040
H 2.84024 -1.61484 -1.03239
H -0.56865 -0.75552 1.51336
H -1.33438 0.50282 -1.68564
H -3.16464 -0.71633 -0.90462
H -2.87316 -0.00782 0.74221
H -0.14505 2.90832 -0.45111
H 0.48845 -1.72472 -0.85857
H 0.95223 2.33606 0.81466

---

Computed, not measured: a 6-piece molecular cluster, C16H41F2NO7S overall at a distorted geometry, with wB97M-V/def2-TZVPD.

As for the HOMO energy: -0.365 Eh. As for the energy: -1813.486110 Eh. Its multiplicity is 1. Its SMILES is C=CCN(C[C@@H](C)F)S(=O)(=O)F.CCO.CCO.CCO.CCO.CCO. The calculation puts the gap between HOMO and LUMO at 10.40 eV. The molar mass is 429.57 g/mol.

Geometry (Å):
S 0.57418 0.43366 -0.05351
F 0.03669 -0.54691 -1.20254
F 4.25825 -1.04740 0.94823
O 5.99099 0.55236 -3.68420
O -9.09905 -3.12882 2.44926
O -0.98731 -3.30075 -1.83203
O 0.57042 -0.35433 1.12067
O 2.52248 6.57630 0.97186
O -5.74964 -3.79597 3.04071
O -0.19906 1.60982 -0.17694
N 2.10426 0.70772 -0.55051
C -0.48908 -4.24541 -0.89128
C 4.25899 -0.60029 -0.37068
C 5.52076 1.74789 -4.30496
C 2.39665 3.09661 -1.25382
C 2.81715 -0.56416 -0.85384
C 2.63360 7.79505 1.70265
C 5.02592 0.69476 -0.44680
C 5.22445 1.55386 -5.77870
C -1.00235 -3.97574 0.51039
C -4.32695 -3.68916 2.97638
C 2.70534 3.50574 -0.03063
C -9.74256 -5.47571 2.63112
C -3.87643 -2.36417 2.39560
C -9.89571 -4.16339 1.88548
C 1.53201 7.94756 2.73306
C 2.14999 1.67901 -1.67761
H -2.78822 -2.29692 2.37968
H -3.97779 -3.80137 4.00177
H -10.00737 -5.34734 3.68082
H 1.67163 6.57359 0.52062
H 4.84272 2.47384 -6.22304
H -0.71294 -2.42912 -1.52914
H -10.38185 -6.24737 2.19926
H 1.65280 8.87299 3.29764
H 1.54410 7.10861 3.42914
H -10.92397 -3.80733 1.94047
H 5.95743 0.58712 0.10749
H -0.81566 -5.22231 -1.24668
H 1.23543 1.62540 -2.27460
H 2.62996 8.64538 1.01250
H 4.61544 2.02621 -3.76461
H -4.23927 -2.24684 1.37116
H 2.95714 1.35566 -2.33624
H 2.30605 -1.37454 -0.33613
H 4.77107 -1.36238 -0.96457
H 2.68272 2.82771 0.81506
H 2.27634 3.83083 -2.04640
H -8.70843 -5.82582 2.58938
H -4.27002 -1.53509 2.98407
H -6.07365 -3.71875 2.13705
H -2.09304 -3.99281 0.52049
H 6.12857 1.26566 -6.31962
H 4.48524 0.76456 -5.91876
H -0.63208 -4.72222 1.21503
H -8.17828 -3.40632 2.41303
H -9.64450 -4.29821 0.82695
H 6.25037 2.55165 -4.16371
H 0.55157 7.96924 2.25157
H 5.27035 0.93153 -1.48276
H 6.80593 0.29209 -4.12546
H 4.46634 1.51402 0.00131
H 0.60762 -4.23733 -0.89625
H 3.60971 7.75967 2.18475
H -0.67961 -2.98988 0.85500
H 3.00154 4.52660 0.17338
H 2.77389 -0.76946 -1.92485
H -3.92127 -4.51906 2.38783

---

Computed, not measured: C17H28ClIN3P2Yb as an isolated structure at a distorted geometry, with wB97M-V/def2-TZVPD.

As for the HOMO energy (spin up / spin down): -0.507 / -0.507 Eh. As for the energy: -3427.556235 Eh. Its multiplicity is 2. The calculation puts the gap between HOMO and LUMO (spin up / spin down) at 8.05 / 5.92 eV. Its net charge is +2. The molar mass is 671.78 g/mol. Its expectation value of S² is 0.753.

Geometry (Å):
Yb 1.24028 2.67099 -0.18178
I -3.16708 0.80715 1.38312
Cl -0.29363 1.50164 -1.60533
P 3.50174 1.38138 -0.63854
P -3.27037 -1.90751 0.40015
N 0.07531 1.50391 2.30677
N -2.46685 1.38736 10.95185
N -0.40400 1.92950 4.45699
C -3.36560 -3.61920 -0.21183
C 0.20770 2.86393 2.52141
C -3.33955 -0.97330 -1.13989
C -2.14643 1.41478 9.82127
C -4.27196 -1.98318 1.89744
C -1.71730 1.50620 8.44939
C -1.20242 0.50734 6.29564
C 4.70248 2.16105 0.51919
C -0.29714 0.96191 3.46939
C 4.53382 0.11376 -1.42493
C -0.04316 3.13397 3.84520
C -1.62920 0.37585 7.63055
C -0.94480 2.89444 6.62329
C -1.61226 -1.39530 0.95617
C -1.36116 2.76087 7.94350
C 3.40156 2.65705 -1.94892
C -0.84118 1.77386 5.79615
H -3.01869 -4.34540 0.53533
H 5.35222 0.58685 -1.99449
H 3.88514 -0.46862 -2.09761
H -1.40456 3.63427 8.59161
H 2.40554 2.66933 -2.42444
H 5.62907 2.44546 -0.00958
H -2.55621 -1.36985 -1.80583
H 4.93823 -0.55443 -0.64754
H 3.68166 3.66290 -1.62259
H -0.51868 -0.09276 3.67714
H -0.02944 4.09657 4.34927
H 0.41780 3.60484 1.74111
H -3.15292 0.12329 -1.06510
H -0.71672 3.89688 6.24880
H -2.78339 -3.68716 -1.14247
H -5.32393 -2.11455 1.60517
H -1.53015 -0.27102 1.14735
H 4.12593 2.32736 -2.71818
H -1.17269 -1.87805 1.82628
H -4.30399 -1.06271 -1.63968
H -1.15871 -0.35470 5.63866
H -4.42811 -3.84339 -0.44703
H 4.92539 1.39725 1.28766
H 4.26788 3.04328 1.01891
H -0.95575 -1.43803 0.06139
H -1.89245 -0.58948 8.06649
H -3.92759 -2.78186 2.57044
H -4.18718 -1.07315 2.51290